12
Properties=species:S:1:pos:R:3 method="wB97M-V/def2-TZVPD" relative_energy_ev=3.2109 e_homo_ev=-9.1 total_energy_ev=-18135.7365 total_charge=0 smiles="OCCOC=S" homo_lumo_gap_ev=9.28
O -0.03 1.03 -1.98
C -0.43 1.31 -0.52
C 0.18 0.37 0.29
O -0.53 -0.85 0.28
C -0.08 -1.97 0.94
S 1.38 -2.30 1.70
H 0.85 1.00 -2.05
H -1.67 1.25 -0.72
H -0.11 2.20 -0.03
H 0.13 0.65 1.32
H 1.21 0.12 0.01
H -0.88 -2.82 0.76



12
Properties=species:S:1:pos:R:3 method="wB97M-V/def2-TZVPD" relative_energy_ev=4.0472 e_homo_ev=-10.0 total_energy_ev=-18134.9003 total_charge=0 smiles="O=C(O)CCS" homo_lumo_gap_ev=10.30
O -1.43 0.86 2.33
C -0.41 0.78 1.38
O -0.10 1.83 0.59
C 0.41 -0.30 0.65
C -0.40 -0.69 -0.78
S 0.14 0.37 -2.06
H 0.71 1.39 -0.15
H 0.23 -1.30 1.30
H 1.53 -0.33 0.74
H -0.41 -1.83 -0.87
H -1.59 -0.52 -0.72
H 1.33 -0.26 -2.41



12
Properties=species:S:1:pos:R:3 method="wB97M-V/def2-TZVPD" relative_energy_ev=1.1721 e_homo_ev=-9.4 total_energy_ev=-18137.7754 total_charge=0 smiles="O=C(O)CCS" homo_lumo_gap_ev=9.97
O 0.74 1.85 -1.89
C 0.57 0.82 -1.21
O 1.02 -0.33 -1.77
C -0.05 0.72 0.14
C -0.69 -0.66 0.59
S -0.74 -0.63 2.51
H 1.31 -0.26 -2.70
H 0.60 1.21 0.85
H -0.83 1.52 0.30
H 0.09 -1.42 0.30
H -1.69 -0.81 0.38
H -0.33 -2.01 2.49



12
Properties=species:S:1:pos:R:3 method="wB97M-V/def2-TZVPD" relative_energy_ev=2.9142 e_homo_ev=-8.7 total_energy_ev=-18136.0333 total_charge=0 smiles="C=C=O.CSO" homo_lumo_gap_ev=9.20
C 0.31 -2.26 1.59
C 0.44 -3.50 1.26
O 0.65 -4.57 0.88
H 0.13 -2.08 2.57
H 0.63 -1.53 0.89
C 0.32 2.58 -0.87
S -0.60 1.15 -0.12
O -1.84 1.04 -1.17
H 0.10 3.44 -0.19
H -0.07 2.67 -1.87
H 1.43 2.43 -0.89
H -1.48 0.62 -2.09



12
Properties=species:S:1:pos:R:3 method="wB97M-V/def2-TZVPD" relative_energy_ev=7.6141 e_homo_ev="-8.6 / -7.9" total_energy_ev=-15173.8534 total_charge=0 homo_lumo_gap_ev="8.69 / 7.75"
C -0.89 -1.06 2.40
C 0.78 -0.10 -0.79
C -1.07 -0.33 1.14
O -1.20 0.36 2.31
O -0.16 0.15 0.15
Si 0.74 0.99 -2.31
H -1.63 -1.75 2.88
H 0.13 -1.11 2.81
H 1.31 -0.94 -0.50
H -0.39 2.03 -1.85
H 0.41 -0.02 -3.38
H 1.98 1.79 -2.86



12
Properties=species:S:1:pos:R:3 method="wB97M-V/def2-TZVPD" relative_energy_ev=1.1713 e_homo_ev=-9.9 total_energy_ev=-9350.1454 total_charge=0 smiles="CC(=O)C(O)O" homo_lumo_gap_ev=10.47
C 0.19 1.53 0.48
C -0.78 0.42 0.14
O -1.98 0.52 0.41
C -0.19 -0.86 -0.48
O 0.13 -1.83 0.50
O 0.98 -0.69 -1.24
H -0.36 2.39 0.86
H 0.73 1.83 -0.42
H 0.89 1.18 1.24
H -0.96 -1.27 -1.15
H -0.34 -2.64 0.24
H 1.69 -0.59 -0.58